The following is a DFT calculation (the ωB97M-V functional and the def2-TZVPD basis) of C3H4OS in the gas phase.

Cartesian coordinates (Å):
C: 1.638 0.918 -0.507
C: 0.871 -0.015 0.325
O: 1.288 -0.966 0.995
C: -0.535 0.356 0.420
S: -1.693 -0.277 -0.549
H: 2.241 0.459 -1.311
H: 2.386 1.391 0.125
H: 0.917 1.742 -0.703
H: -0.608 1.017 1.284

Forces on atoms 1 to 2 (eV/Å):
0.7 1.2 0.1
1.2 -2.7 1.2

- SMILES = CC(=O)C=S
- largest force on an atom (hartree/bohr) = 0.0624
- gap between HOMO and LUMO (eV) = 8.38
- energy above the lowest of the compared OMol25 structures with the same formula, charge and spin (kcal per mole) = 28.5



The following is a DFT calculation (the ωB97M-V functional and the def2-TZVPD basis) of C4H5NOS in the gas phase.

Cartesian coordinates (Å):
C: -1.140 -0.977 -0.768
S: -0.414 -0.838 0.931
C: 0.645 0.571 1.101
C: 1.272 0.917 2.227
C: 1.314 0.164 3.433
N: 1.027 -0.769 4.220
O: 1.938 0.465 4.544
H: -1.020 0.008 -1.245
H: -2.225 -1.281 -0.536
H: -0.721 -1.799 -1.407
H: 0.848 1.073 0.252
H: 2.001 1.694 2.225

Forces on atoms 1 to 2 (eV/Å):
-0.6 -0.3 0.4
0.3 -0.1 0.4

- SMILES = CS/C=C\C1=NO1
- largest force on an atom (hartree/bohr) = 0.0653
- gap between HOMO and LUMO (eV) = 8.70
- energy above the lowest of the compared OMol25 structures with the same formula, charge and spin (kcal per mole) = 109.6



The following is a DFT calculation (the ωB97M-V functional and the def2-TZVPD basis) of 5 unconnected molecules or ions with the total composition C43H61N3O9Si.

Cartesian coordinates (Å):
C: 11.111 0.750 0.857
C: 9.712 0.206 0.339
O: 9.684 -0.783 -0.354
N: 8.535 0.970 0.776
C: 7.650 -0.071 1.449
C: 7.735 1.414 -0.375
C: 8.327 1.710 -1.714
N: 7.677 2.122 -2.833
C: 6.331 2.275 -2.519
C: 5.430 2.740 -3.638
C: 4.017 2.988 -3.474
C: 3.403 2.759 -2.126
C: 4.213 2.292 -1.008
C: 3.635 2.058 0.426
C: 2.079 1.789 0.490
C: 1.330 2.795 1.478
C: -0.071 3.275 0.925
C: -1.288 2.346 1.354
C: -2.639 3.175 1.340
C: -3.945 2.283 1.488
C: -5.028 2.840 0.450
Si: -6.316 1.553 -0.104
C: -7.587 2.506 -1.201
C: -7.341 0.774 1.314
C: -5.588 0.116 -1.149
C: -6.090 -0.162 -2.520
C: -5.573 -1.268 -3.346
C: -4.491 -2.147 -2.870
C: -3.950 -1.905 -1.520
C: -4.490 -0.825 -0.671
C: 5.689 2.040 -1.218
N: 6.411 1.576 -0.126
H: 11.599 1.241 -0.024
H: 11.722 -0.041 1.355
H: 10.902 1.559 1.619
H: 7.180 -0.729 0.659
H: 6.882 0.395 2.114
H: 8.338 -0.766 2.022
H: 9.441 1.580 -1.816
H: 5.874 2.911 -4.648
H: 3.359 3.342 -4.303
H: 2.304 2.938 -1.994
H: 3.881 2.981 1.036
H: 4.212 1.223 0.916
H: 1.957 0.771 0.955
H: 1.560 1.751 -0.501
H: 1.160 2.325 2.482
H: 1.953 3.722 1.674
H: -0.285 4.293 1.379
H: -0.084 3.398 -0.194
H: -1.392 1.565 0.544
H: -1.135 1.861 2.356
H: -2.605 3.912 2.201
H: -2.666 3.775 0.393
H: -4.338 2.461 2.533
H: -3.760 1.181 1.383
H: -5.536 3.718 0.957
H: -4.544 3.260 -0.483
H: -7.018 3.293 -1.775
H: -8.144 1.797 -1.870
H: -8.338 2.978 -0.509
H: -6.817 -0.152 1.730
H: -7.575 1.519 2.128
H: -8.307 0.412 0.846
H: -6.892 0.466 -2.992
H: -6.007 -1.445 -4.359
H: -4.108 -2.961 -3.530
H: -3.123 -2.558 -1.148
H: -4.030 -0.746 0.348
O: -3.662 -4.858 -4.875
C: -3.311 -4.225 -5.832
C: -3.752 -4.454 -7.257
C: -2.721 -3.661 -8.041
C: -2.347 -2.564 -7.066
O: -2.475 -3.156 -5.765
H: -4.760 -4.053 -7.386
H: -3.725 -5.512 -7.511
H: -3.089 -3.282 -8.995
H: -1.850 -4.290 -8.243
H: -3.022 -1.706 -7.125
H: -1.324 -2.218 -7.210
O: -5.582 -0.625 5.049
C: -5.338 -1.581 4.369
C: -5.080 -2.983 4.866
C: -4.457 -3.642 3.648
C: -5.091 -2.873 2.509
O: -5.296 -1.552 3.010
H: -6.032 -3.445 5.137
H: -4.400 -2.979 5.716
H: -4.630 -4.717 3.591
H: -3.377 -3.475 3.653
H: -6.057 -3.291 2.213
H: -4.443 -2.833 1.633
O: -1.533 -3.585 0.702
C: -0.457 -3.215 0.318
C: 0.535 -4.040 -0.466
C: 1.810 -3.230 -0.318
C: 1.281 -1.820 -0.169
O: 0.020 -1.959 0.503
H: 0.206 -4.098 -1.505
H: 0.638 -5.037 -0.040
H: 2.503 -3.344 -1.152
H: 2.331 -3.530 0.595
H: 1.110 -1.336 -1.134
H: 1.945 -1.195 0.426
O: 2.460 0.075 2.931
C: 2.984 0.526 3.913
C: 2.443 1.627 4.795
C: 3.669 2.026 5.596
C: 4.458 0.735 5.646
O: 4.161 0.065 4.412
H: 1.655 1.218 5.430
H: 2.065 2.454 4.200
H: 3.437 2.427 6.584
H: 4.233 2.786 5.049
H: 4.151 0.092 6.474
H: 5.531 0.913 5.716

Forces on atoms 1 to 2 (eV/Å):
-1.5 0.9 0.5
2.2 -0.2 0.1

- SMILES = CC(=O)N(C)c1cnc2cccc(CCCCCCCC[Si](C)(C)c3ccccc3)c2n1.O=C1CCCO1.O=C1CCCO1.O=C1CCCO1.O=C1CCCO1
- largest force on an atom (hartree/bohr) = 0.0868
- gap between HOMO and LUMO (eV) = 8.03



Here are the calculated LUMO level numbers, same order: -0.75 -0.04 -0.35 (eV).